1.
51
Properties=species:S:1:pos:R:3:forces:R:3 method="wB97M-V/def2-TZVPD" e_homo_ev=-10.237 charge=0 orbital_gap_ha=0.3142 smiles="CS(=O)(=O)C1=CC(=O)C=C(CCCCS(=O)(=O)Cl)C1=O.CC#N.CC#N.CC#N" multiplicity=1
C 4.3733 -1.0790 1.4610 -0.042 0.114 0.022
S 4.1799 -2.0648 0.0141 0.049 -0.099 0.044
O 5.2938 -1.8046 -0.8568 -0.033 0.000 -0.035
O 3.8820 -3.4145 0.4061 -0.066 0.000 0.038
C 2.7265 -1.4745 -0.8691 -0.071 0.105 0.121
C 2.7643 -1.6420 -2.1853 -0.108 0.113 -0.118
C 1.5884 -1.2701 -3.0182 0.017 -0.001 -0.220
O 1.6710 -1.2064 -4.2306 -0.021 -0.025 0.335
C 0.3341 -0.9663 -2.3064 -0.017 -0.073 -0.257
C 0.2635 -0.7761 -0.9896 0.044 -0.079 0.102
C -1.0687 -0.3968 -0.3827 0.177 0.197 0.026
C -1.2290 -0.4593 1.1357 0.029 0.058 -0.017
C -2.6893 -0.4090 1.5934 -0.040 -0.025 -0.042
C -3.6524 -1.3835 0.9107 0.000 0.156 0.037
S -3.1239 -3.0601 1.1934 0.085 0.026 -0.016
O -2.7832 -3.2344 2.5680 -0.032 -0.001 0.001
O -2.2270 -3.4592 0.1569 0.008 -0.019 0.036
Cl -4.8748 -4.0706 0.8923 -0.064 -0.068 -0.062
C 1.5275 -0.8713 -0.1909 0.020 -0.078 0.061
O 1.5975 -0.4413 0.9403 0.085 -0.060 -0.070
H 5.4361 -1.1044 1.6960 -0.018 -0.052 0.006
H 3.7660 -1.4953 2.2581 -0.008 -0.010 -0.002
H 4.0664 -0.0610 1.2477 0.090 0.059 -0.051
H 3.6482 -2.0135 -2.6878 0.012 0.026 -0.052
H -0.5571 -0.8715 -2.9179 0.053 -0.022 -0.062
H -1.7964 -1.0408 -0.8765 0.018 -0.004 -0.006
H -1.2810 0.6225 -0.7208 -0.130 -0.060 0.072
H -0.7370 -1.3392 1.5538 -0.085 -0.068 -0.071
H -0.7240 0.4019 1.5728 0.034 -0.090 0.087
H -3.0970 0.5917 1.4316 0.011 -0.013 -0.080
H -2.7284 -0.6020 2.6662 0.011 0.061 0.013
H -4.6579 -1.2898 1.3157 0.021 -0.067 0.093
H -3.7051 -1.2635 -0.1704 -0.015 -0.035 0.002
C 3.8662 2.3223 3.7689 -0.012 -0.014 0.009
C 5.1316 1.7366 3.3424 -0.098 0.083 0.015
N 6.1201 1.2751 2.9903 0.099 -0.054 -0.006
H 3.8455 3.3807 3.5165 -0.002 -0.002 0.003
H 3.0399 1.8198 3.2671 0.001 0.000 0.006
H 3.7501 2.2099 4.8452 -0.007 0.002 -0.003
C -0.6255 1.7677 -4.5850 0.019 0.003 -0.023
C -1.8267 0.9910 -4.3044 0.120 0.037 0.020
N -2.7492 0.3555 -4.0595 -0.124 -0.055 0.048
H -0.7908 2.4138 -5.4450 0.004 -0.001 0.003
H -0.3769 2.3803 -3.7197 -0.007 0.002 0.001
H 0.2020 1.0910 -4.7990 -0.005 -0.010 -0.002
C -4.6935 3.7276 0.6442 -0.005 0.001 0.008
C -3.5122 3.1531 0.0119 -0.120 0.069 0.003
N -2.5889 2.7023 -0.4960 0.132 -0.031 -0.019
H -4.6787 4.8105 0.5373 -0.002 -0.001 0.002
H -5.5918 3.3359 0.1710 0.001 0.002 0.001
H -4.7075 3.4756 1.7031 -0.004 0.003 -0.003

=====

2.
59
Properties=species:S:1:pos:R:3:forces:R:3 method="wB97M-V/def2-TZVPD" e_homo_ev=-4.934 charge=-1 orbital_gap_ha=0.2567 multiplicity=1
C 2.5826 -1.4138 -0.1096 -1.107 -0.435 -0.159
C 1.8555 -0.0869 -0.8227 1.521 -0.580 0.763
O 1.2128 -0.5976 -2.0441 -0.906 1.337 1.665
C -0.2537 -0.4925 -1.9929 -1.221 -0.406 -1.046
C -0.9591 -1.2584 -0.7217 -0.425 0.496 0.480
N -1.8455 -2.4131 -1.2343 -0.066 0.200 1.995
C -1.9569 -0.1338 -0.0073 -3.190 4.070 2.156
O -2.9613 0.3517 -0.7876 4.952 -2.847 3.255
O -1.7953 0.3897 1.3579 -0.019 -3.317 -6.485
H 1.9297 -1.7660 0.8256 1.721 0.870 -1.824
H 3.7056 -1.2215 0.1576 -2.213 -0.362 -0.301
H 2.5077 -2.3232 -0.8794 0.303 2.153 1.553
H 2.7478 0.6692 -1.0537 -2.094 -1.544 0.016
H 1.1368 0.4718 -0.0825 1.094 -1.295 -1.525
H -0.6567 -1.0439 -2.9722 1.030 1.114 2.201
H -0.6458 0.6208 -2.0890 1.039 -2.161 0.521
H -0.2086 -1.7578 0.0304 -1.160 1.606 -1.414
H -2.7687 -2.2549 -0.7336 1.355 -0.420 -1.036
H -1.4519 -3.3118 -0.8287 -0.701 1.512 -0.618
C -2.2914 2.2353 -5.6820 -0.802 1.001 0.185
C -0.8377 1.9114 -5.6210 0.691 0.341 0.601
O -0.8149 0.5023 -5.5953 -0.716 -0.049 -0.781
C -1.9334 0.1172 -6.2714 -0.667 -2.909 -0.887
O -2.1219 -1.0104 -6.6966 0.383 2.661 0.946
O -2.8162 1.1514 -6.4220 0.577 -0.895 -0.157
F -0.2899 2.3673 -4.4722 0.173 0.105 -0.029
H -2.7615 2.2611 -4.6932 0.290 -0.052 0.019
H -2.4850 3.1853 -6.1873 -0.042 -0.256 -0.076
H -0.2609 2.2735 -6.4787 0.106 0.016 0.257
C -3.1593 -0.3364 4.0538 0.213 0.729 -1.405
C -4.1018 -1.4664 4.2919 -0.067 -0.414 -0.867
O -3.6380 -2.0342 5.4958 0.151 0.845 0.819
C -3.0665 -1.0020 6.1775 0.649 0.482 1.750
O -2.7986 -1.0325 7.3671 -0.423 0.006 -2.161
O -2.8367 0.0757 5.3668 -0.248 -1.046 1.704
F -3.9976 -2.3952 3.3151 -0.263 -0.183 0.013
H -2.2458 -0.6485 3.5366 -0.271 -0.012 -0.187
H -3.6210 0.4783 3.4894 0.291 -0.088 0.136
H -5.1475 -1.1619 4.4072 0.013 -0.231 -0.075
C 4.9062 2.7137 -4.7333 1.251 0.158 -0.074
C 3.8990 1.8880 -4.0086 -0.225 -0.287 0.918
O 2.6679 2.4547 -4.3961 0.437 0.099 -1.091
C 2.8875 2.9617 -5.6417 -2.161 0.860 -1.708
O 2.0013 3.2847 -6.4151 2.097 -0.641 1.661
O 4.2230 3.0571 -5.9222 -1.030 -0.067 -0.083
F 4.0311 2.0306 -2.6707 0.059 -0.114 0.133
H 5.1739 3.6273 -4.1918 -0.166 -0.180 0.146
H 5.8204 2.1560 -4.9537 -0.199 0.110 -0.157
H 3.9149 0.8255 -4.2738 -0.077 0.061 0.222
C 0.9612 -0.3385 6.9572 -0.173 1.301 -0.295
C 0.2312 -1.6051 6.6668 -0.559 -0.249 -0.613
O 1.1092 -2.6054 7.1311 0.366 0.469 0.896
C 1.8061 -2.0220 8.1463 1.718 -1.334 1.968
O 2.4594 -2.6391 8.9711 -1.406 1.443 -1.873
O 1.6778 -0.6600 8.1324 0.200 -1.139 0.314
F 0.0630 -1.7706 5.3357 -0.219 -0.113 -0.242
H 1.6667 -0.0651 6.1654 -0.168 -0.218 -0.069
H 0.2836 0.5022 7.1288 0.144 -0.173 0.139
H -0.7329 -1.6950 7.1786 0.162 -0.028 -0.195

=====

3.
45
Properties=species:S:1:pos:R:3:forces:R:3 method="wB97M-V/def2-TZVPD" e_homo_ev=-8.790 charge=0 orbital_gap_ha=0.3144 smiles="CCNc1cc(C[C@H](C)F)cc2c1C(=O)NC2=O.CCCC#N" multiplicity=1
C 1.4453 -0.5750 2.0885 0.988 0.187 -0.392
C 1.5121 -1.0984 0.6058 1.116 -1.021 0.349
N 0.1968 -1.2826 -0.0512 -0.494 0.575 0.967
C -0.7826 -0.3041 0.3352 -1.605 1.854 -0.197
C -2.0619 -0.6759 0.9657 -0.235 1.535 -0.050
C -3.0922 0.3054 1.3302 2.256 0.756 -0.945
C -4.4628 -0.1124 1.9581 0.022 0.115 -0.667
C -5.6966 0.6102 1.2758 -0.938 -0.978 0.354
C -6.9620 -0.3375 1.1745 0.168 0.954 -0.595
F -5.4230 0.9972 -0.0656 0.092 -0.155 1.314
C -2.7908 1.7278 1.0630 0.461 -0.714 -0.260
C -1.5567 2.1545 0.4532 -0.470 -3.006 0.290
C -0.5808 1.1144 0.0878 -1.200 0.878 0.430
C 0.5819 1.8916 -0.5776 -0.918 0.157 0.553
O 1.5668 1.5357 -1.1677 -0.328 -0.144 0.480
N 0.2685 3.2944 -0.4273 -0.255 0.166 0.433
C -1.0392 3.5656 0.0502 -0.397 -2.543 0.578
O -1.6623 4.5873 0.1178 0.836 0.035 -0.024
H 0.5287 -0.8798 2.6473 0.678 0.299 -0.558
H 1.6038 0.5383 2.1136 -0.558 -0.977 0.129
H 2.3457 -1.0053 2.6153 -0.978 0.386 -0.420
H 2.2345 -0.4867 -0.0094 -0.883 -0.348 0.690
H 1.9827 -2.1221 0.6534 -0.556 0.981 -0.152
H 0.2748 -1.3853 -1.0614 0.051 0.121 0.353
H -2.2960 -1.7431 1.1928 0.515 0.922 -0.388
H -4.6526 -1.2148 1.8617 0.584 0.921 -0.026
H -4.5027 0.1113 3.0578 0.156 -0.073 -0.969
H -5.9895 1.4971 1.8952 0.409 -0.369 -0.965
H -7.5540 -0.3694 2.1208 0.717 -0.235 -0.618
H -6.6755 -1.3460 0.7880 -0.240 0.740 0.549
H -7.6347 0.1306 0.4010 0.617 -0.453 0.771
H -3.5620 2.4838 1.3248 0.686 -0.558 -0.256
H 1.0314 3.9100 -0.1526 -0.260 -0.004 -0.698
C 5.1790 0.0272 -2.8884 -0.048 0.012 0.053
C 5.9535 -0.9983 -2.0682 -0.029 0.365 -0.101
C 5.5115 -2.4392 -2.3387 0.359 0.075 0.185
C 4.1217 -2.6725 -1.9458 -0.050 -0.087 -0.147
N 3.0255 -2.8415 -1.6478 0.080 0.013 -0.054
H 4.1141 0.0114 -2.6459 0.030 -0.006 -0.021
H 5.5494 1.0328 -2.6826 -0.038 -0.035 -0.043
H 5.2905 -0.1635 -3.9586 -0.015 0.017 0.026
H 5.8462 -0.7655 -1.0054 0.012 -0.123 -0.031
H 7.0166 -0.9098 -2.3078 -0.032 -0.140 0.057
H 6.1558 -3.1212 -1.7781 -0.148 -0.078 -0.026
H 5.6410 -2.6769 -3.3974 -0.157 -0.018 0.038

=====

4.
43
Properties=species:S:1:pos:R:3:forces:R:3 method="wB97M-V/def2-TZVPD" e_homo_ev=-8.389 charge=0 orbital_gap_ha=0.3288 multiplicity=1
C -0.6347 -3.3756 0.1675 0.392 -1.760 -4.283
H -0.3125 -3.7900 1.0634 0.096 -0.623 1.630
H -0.6159 -4.1029 -0.6555 -1.201 -1.405 0.631
H -1.5795 -2.8808 0.1129 -0.452 0.334 0.510
C 0.4522 -2.5976 -0.4903 -3.159 7.200 6.867
C 0.5415 -1.4292 0.7805 0.308 1.734 1.319
O 0.2757 -1.6872 2.0696 1.775 2.055 -7.143
N 1.0429 -0.1184 0.2097 -1.110 -1.274 5.722
C 1.4410 0.4122 -1.0375 2.412 2.515 2.136
H 1.4524 -0.3914 -1.7538 -0.119 0.404 -0.971
C 0.6184 1.8612 -1.2437 -0.768 -8.516 -3.614
H 1.2537 2.6006 -1.4969 2.110 2.459 -0.685
H 0.1442 1.3676 -2.3082 0.194 2.530 2.675
C -0.2712 2.1597 -0.0964 -0.137 -2.102 -1.849
C -1.5811 1.2286 -0.2216 -0.067 5.773 7.759
C -1.8944 0.1328 -0.8013 4.179 -2.789 -7.925
C -2.9834 -0.6918 -0.7991 -0.803 11.692 12.158
C -4.0080 -0.1796 0.1447 7.953 2.236 -2.854
C -3.6581 1.0701 0.8259 -12.071 -4.971 4.170
C -2.5931 1.6884 0.9176 7.048 -4.754 -8.058
H -2.4412 2.5026 1.3318 1.470 7.363 4.348
H -4.6471 1.3612 1.7410 2.862 -0.695 -2.996
F -5.1436 -0.6848 0.1953 -3.897 -1.543 0.684
H -3.2798 -1.3212 -1.3228 -3.697 -10.458 -8.842
H -1.0975 0.0153 -1.8944 -2.167 -0.366 3.311
O -0.5626 3.4633 -0.3236 -3.758 2.451 -1.767
H -1.1921 3.3365 -1.0982 0.925 1.374 1.122
C 0.4699 2.1787 1.1977 -5.536 -10.493 1.947
H -0.3846 1.8419 2.1292 2.497 1.456 -2.624
H 0.9434 2.9463 1.4552 3.339 6.977 1.660
C 1.4747 0.9936 1.2337 -1.160 -2.634 -0.584
H 1.4587 0.4200 2.1565 -0.064 0.524 0.357
C 2.8953 1.3496 0.8118 -1.665 -7.025 0.259
H 2.9440 2.2652 0.7824 1.165 9.770 1.021
H 3.6090 0.8240 1.4310 0.247 0.460 0.144
C 2.9964 0.9538 -0.5995 -0.153 -6.589 -3.141
H 3.3943 1.4689 -1.5213 0.096 0.026 1.719
H 3.5671 -0.1300 -0.3927 -0.980 2.510 -1.783
C 1.7423 -3.1184 -0.4476 3.273 1.604 4.486
H 1.9226 -3.4572 0.5936 -0.163 -0.112 -0.374
H 2.6342 -2.5693 -0.6285 0.308 0.717 -1.131
H 1.5349 -3.8992 -0.9474 0.659 -6.562 -4.261
H 0.0715 -2.0177 -1.2712 -0.180 0.507 -1.747